# 1
The following is a quantum chemistry calculation of a 13-piece molecular cluster, H25O13 overall at a distorted geometry, from OMol25.

Last column: natural (NBO) charge in e.
Atoms and positions in Å:
H 0.16140 -0.77323 3.22844  0.4849
H -3.80543 -0.50846 2.80925  0.4628
O 1.04186 0.61525 -3.19788  -1.0013
O -0.25963 -1.22875 3.97998  -0.9643
O 1.41263 2.91904 1.05655  -1.0059
H -1.42542 -0.04200 -0.23560  0.4916
O 0.49255 1.00264 2.34364  -1.0458
O -0.47313 -2.57533 -2.40224  -0.9966
H 2.41893 -2.96995 -0.30961  0.4803
H -0.97613 -0.62305 4.19443  0.4689
H -3.21486 0.78859 2.21755  0.4986
O -2.92590 -0.69354 -2.98451  -0.9759
O 0.38390 1.73168 -0.90110  -1.2125
O 3.12943 1.14594 -0.34161  -0.9891
H 2.29588 1.27749 -0.82957  0.5000
H 2.10896 -0.84798 -2.59493  0.4997
H 1.06023 -2.45130 -0.04375  0.4751
H 2.25851 2.47712 0.93861  0.5029
H -0.70702 -1.72635 -1.96919  0.5069
H 0.87157 1.96359 2.09885  0.5135
H -0.93923 -3.16534 -1.79817  0.4721
H 0.15092 0.60919 -3.54617  0.4684
H 0.37610 2.61375 -1.29347  0.4588
O 1.71731 -3.04417 0.34315  -0.9571
O -1.03793 -0.29553 -1.08284  -1.0508
H 0.73655 2.64641 0.31925  0.5186
H 0.84170 1.05926 -2.33759  0.4909
H -2.38454 -0.09262 -2.45572  0.4900
O -3.80828 0.03651 2.01978  -0.9763
H -2.35211 -1.45919 -3.10240  0.4694
O -1.89600 1.21148 3.37197  -1.0101
H -1.74036 1.82776 4.09943  0.4675
H 0.81955 0.55788 1.54796  0.4911
H 1.42927 -2.17827 -2.40880  0.4965
O 2.21946 -1.68669 -2.12028  -1.0227
H -0.36887 0.50463 -1.12323  0.5125
H 3.35676 0.26881 -0.51747  0.4770
H -0.96857 1.10474 3.02729  0.5103

Values from the calculation:
Charge   -1
Relative energy (zero: lowest compared OMol25 entry of this formula, charge and spin)   14.3 kcal per mole
Gap between HOMO and LUMO   10.326 eV
Highest occupied orbital energy   -7.47 eV
Total energy   -27026.7569 eV

=====

# 2
The following is a quantum chemistry calculation of H25O13 as an isolated structure at a distorted geometry, from OMol25.

Last column: natural (NBO) charge in e.
Atoms and positions in Å:
H 1.00249 1.08072 -0.96494  0.4914
H -0.82605 2.46489 -1.95683  0.4971
O 2.92037 2.92077 1.96196  -0.9563
H -0.35797 -4.16314 0.55579  0.4814
O 1.29841 -3.44549 -1.07648  -0.9953
H 2.05875 -2.93621 -0.82228  0.4696
O 0.55820 0.41869 1.54020  -1.1379
O 0.51762 -0.56815 -0.59948  -1.1511
O 0.28251 -2.24899 -3.36165  -0.9583
H -0.05771 -0.32416 1.50657  0.4557
H -0.73959 2.39263 3.52353  0.4595
H 1.22960 -0.85504 -1.17446  0.4329
O -2.47985 -1.64764 -1.47465  -0.9671
H -2.67515 1.34653 0.52960  0.4896
H -2.90126 -1.53464 -0.61937  0.4797
H 1.92976 -2.25831 0.98251  0.4737
H -1.32921 -3.03289 0.29481  0.4781
O 1.00401 2.05382 -1.17297  -1.0302
O 2.55398 -2.16199 1.70034  -0.9378
O -3.41550 1.35622 -0.04312  -0.9840
O -1.29888 -3.98324 0.45313  -0.9615
H -0.03873 1.05109 4.05629  0.4979
H -0.49835 -2.23322 -2.81014  0.4963
H -0.56777 1.88420 1.53420  0.5126
H -3.30133 1.70277 -0.92227  0.4934
H -0.74800 3.30615 1.74894  0.4517
H 0.75752 -3.17249 -1.82596  0.5066
H -2.00189 -0.82825 -1.63642  0.4896
H 2.17746 2.30603 1.89849  0.4927
H 0.59670 -1.34633 -3.44921  0.4812
O -0.62822 2.70995 0.99811  -0.9845
O -1.39712 2.41652 -2.74604  -0.9751
H 3.08426 -1.42535 1.37816  0.4629
H 0.76323 0.11999 0.39307  0.4818
H 0.54050 2.45384 -0.42117  0.4936
H 3.56351 2.52181 1.37251  0.4630
H -0.74633 2.07645 -3.36414  0.4633
O -0.82996 1.58244 4.01339  -0.9562

Values from the calculation:
Charge   -1
Relative energy (zero: lowest compared OMol25 entry of this formula, charge and spin)   52.8 kcal per mole
Gap between HOMO and LUMO   9.215 eV
Highest occupied orbital energy   -6.52 eV
Total energy   -27025.0836 eV

=====

# 3
The following is a quantum chemistry calculation of H26HeO13 as an isolated structure at a distorted geometry, from OMol25.

Last column: natural (NBO) charge in e.
Atoms and positions in Å:
H 11.40941 14.50526 -11.99241  0.4780
H 13.08395 11.92029 -7.61370  0.5059
He 11.95130 11.91729 -10.22366  0.0014
H 9.87289 9.71783 -7.74612  0.4960
O 14.60700 15.20691 -10.43875  -0.9844
H 11.43662 10.44126 -13.15432  0.4656
O 10.18800 12.17290 -8.13322  -0.9952
H 9.32935 11.12580 -11.04814  0.5045
H 9.42044 12.63540 -11.11679  0.4992
H 10.82132 9.21385 -11.43995  0.4970
O 12.27783 8.67751 -10.26168  -0.9783
O 14.10683 12.49402 -11.25664  -0.9764
O 13.13655 12.57423 -6.91669  -0.9771
H 15.26601 11.19445 -10.98180  0.4825
O 12.94948 15.25197 -8.14626  -0.9745
H 14.40447 16.07741 -10.78145  0.4787
H 12.45046 11.24629 -12.36950  0.4790
H 14.50408 12.46847 -12.12714  0.4749
H 9.69411 11.93977 -8.91932  0.5051
O 10.93784 14.20548 -11.21524  -0.9560
H 9.55707 8.32730 -8.25462  0.4661
H 11.61530 13.82798 -10.65421  0.4810
H 14.30020 13.37285 -10.93030  0.5127
H 11.80144 8.90731 -9.46388  0.5091
O 13.60170 10.05420 -8.03375  -0.9552
O 10.27477 8.86747 -7.92392  -0.9550
H 12.57721 7.78065 -10.11251  0.4764
H 13.71834 9.43635 -8.75547  0.4785
O 9.03254 11.92279 -10.60889  -0.9900
O 9.86542 9.22447 -11.39115  -0.9660
H 10.06588 13.11814 -8.04461  0.4627
H 14.41717 9.99812 -7.53565  0.4789
H 13.11231 14.55762 -7.50783  0.5070
H 12.25220 12.60790 -6.55197  0.4748
H 11.99568 15.32120 -8.18751  0.4748
H 9.64525 8.47792 -10.83400  0.4668
O 11.56400 11.28882 -12.72811  -0.9438
O 16.01994 10.61096 -10.89603  -0.9617
H 15.69397 9.87149 -10.38304  0.4531
H 14.08811 15.13778 -9.63737  0.5041

Values from the calculation:
Relative energy (zero: lowest compared OMol25 entry of this formula, charge and spin)   21.3 kcal per mole
Gap between HOMO and LUMO   10.976 eV
Highest occupied orbital energy   -10.95 eV
Total energy   -27119.7489 eV

=====

# 4
The following is a quantum chemistry calculation of H26HeO13Xe as an isolated structure, from OMol25.

Last column: natural (NBO) charge in e.
Atoms and positions in Å:
O 0.66085 -0.35034 -3.68346  -0.9554
O -0.62060 2.49240 -2.43283  -0.9581
H -2.79181 -0.77876 -0.20500  0.4929
H -2.14092 1.05969 2.47907  0.5072
Xe 0.61470 -0.03476 0.48594  0.0001
H 3.18475 -0.92876 -1.65208  0.4857
H 4.58502 1.43725 -1.51294  0.4853
H -2.48999 -1.38847 2.96208  0.4936
O 3.68410 1.11992 -1.57521  -0.9447
H -0.80508 1.56020 -2.54769  0.4913
O 0.53961 -0.39948 4.87618  -0.9345
H 0.02764 -1.06669 -3.72940  0.4716
H -2.37697 2.83544 0.57291  0.4651
H 1.47769 3.02469 0.39281  0.4969
O -1.78167 2.68969 1.30816  -0.9817
H 0.94993 -3.94409 0.43843  0.4897
O 0.35255 -3.80079 -0.29562  -0.9443
O 3.13838 -1.79911 -2.04777  -0.9510
H 3.19877 1.84950 -1.96042  0.4910
H -4.30541 -0.75703 -0.22638  0.4634
H 1.24122 -0.16102 4.27028  0.4618
O -2.65490 0.44308 3.00046  -0.9681
H 3.88752 3.43050 0.45473  0.4711
H -1.44888 2.86560 -2.13132  0.4731
H 1.37400 -0.69452 -3.14569  0.4785
O 0.60230 3.28639 0.10746  -0.9871
H -3.54483 0.52181 2.65686  0.4720
He -0.15981 -2.05956 -1.99637  0.0008
O 3.34730 2.66937 0.66700  -0.9577
O -2.36227 -2.31628 2.76434  -0.9887
H -0.91203 2.87346 0.95291  0.5020
H -1.42127 -3.09939 -0.35469  0.4941
H -2.02351 -2.32645 1.86915  0.4695
H 3.47857 2.06957 -0.06733  0.4756
H 3.49485 -1.68170 -2.92833  0.4673
O -3.53862 -0.19584 -0.34185  -0.9650
H -0.18262 -4.59376 -0.32782  0.4697
H 0.60563 3.14332 -0.83898  0.4903
H -2.89184 -3.06300 -0.71243  0.4768
H 0.25265 -1.26420 4.58269  0.4732
O -2.24502 -2.66789 -0.12784  -0.9729

Values from the calculation:
Gap between HOMO and LUMO   9.739 eV
Highest occupied orbital energy   -10.10 eV
Total energy   -36081.3317 eV

=====

# 5
The following is a quantum chemistry calculation of a 13-piece molecular cluster, H26O13 overall at a distorted geometry, from OMol25.

Last column: natural (NBO) charge in e.
Atoms and positions in Å:
H -2.29226 -0.06299 -3.32385  0.4763
O -0.21750 0.03197 -0.07762  -1.0029
H -1.12708 2.06840 -1.50598  0.4631
H 0.39481 0.63997 0.33669  0.4955
O -2.36717 0.77846 1.69240  -1.0223
H 1.47823 0.69670 -3.27901  0.4654
O 0.31805 2.60998 1.31148  -1.3926
H -0.45475 2.66582 1.87352  0.4405
H -1.09122 -0.04116 -4.24522  0.4752
H -1.47819 -1.73601 -2.14982  0.4693
O 2.05772 2.64279 -1.19395  -1.0308
O -1.44962 -2.17820 -1.30136  -0.9720
H 1.76467 -1.43934 -2.17409  0.4809
H -1.02050 0.16705 2.72707  0.4872
H -3.10617 1.25340 1.31223  0.4851
H -1.81863 0.54808 0.94255  0.5006
O 1.76965 -2.39587 -2.13866  -1.0038
H -0.06500 0.14026 -1.01637  0.4925
H 1.05853 2.68160 1.91381  0.3320
H -1.89898 -2.38910 2.71601  0.4599
H 3.01419 2.65190 -1.23025  0.4609
H 1.84821 2.94524 -0.31028  0.4786
H 1.71717 1.14665 -1.85341  0.4987
H 1.17995 -2.23087 1.07247  0.5008
O 0.89988 -2.87548 0.42264  -0.9721
O 2.27489 -1.00364 2.03329  -1.0010
H -1.08504 3.14712 -0.44462  0.4822
O -1.41014 -0.42024 -3.42618  -0.9463
O -1.51571 2.90954 -1.26578  -0.9751
H -1.93088 -1.46878 1.51439  0.4761
H -0.65511 0.47464 4.16366  0.4555
H 0.66455 -3.64785 0.93674  0.4735
O -2.09694 -2.37338 1.77964  -0.9401
H 1.60242 -0.55107 2.54241  0.4935
H 1.60965 -2.60275 -1.21788  0.4908
H -0.69607 -1.79220 -0.85483  0.4877
O -0.43591 -0.10532 3.43438  -1.0357
H 2.93975 -1.24770 2.67721  0.4673
O 1.62064 0.36230 -2.39350  -0.9943

Values from the calculation:
Charge   -1
Relative energy (zero: lowest compared OMol25 entry of this formula, charge and spin)   8.2 kcal per mole
Multiplicity   2
Gap between HOMO and LUMO (alpha / beta)   2.745 / 9.282 eV
Highest occupied orbital energy (alpha / beta)   -0.28 / -6.92 eV
Total energy   -27040.5382 eV
⟨S²⟩   0.75

=====

# 6
The following is a quantum chemistry calculation of a 13-piece molecular cluster, H26O13 overall at a distorted geometry, from OMol25.

Last column: natural (NBO) charge in e.
Atoms and positions in Å:
H 2.56835 2.12523 -0.90896  0.4907
O -0.28807 2.89490 0.92971  -0.9740
O -3.01128 -1.72070 1.25827  -1.1235
H -3.13183 -1.38179 -2.31963  0.4192
O -1.93307 0.50674 2.40090  -0.9854
H 1.81249 -0.04660 -2.29879  0.4865
O -0.00447 -0.10333 0.35194  -1.0095
H -2.99299 -1.33671 0.38166  0.4819
H -2.00811 -1.87770 -1.43463  0.3700
H -1.21484 -2.09031 1.76601  0.4970
H 2.70881 -2.10144 0.62538  0.4945
O 3.43240 -2.21215 0.00862  -0.9715
H 1.85774 -1.39239 2.94514  0.4893
O 1.91256 -1.10957 2.03232  -1.0103
H 2.82783 2.98797 -2.12562  0.4696
H 1.00483 -1.10136 1.72869  0.5251
O -2.63295 -1.15935 -1.53359  -1.3692
H 4.02465 -1.48506 0.20049  0.4596
H 0.64931 2.73030 1.03193  0.4726
H -2.14021 0.42223 -1.18359  0.4802
O 2.65382 2.08454 -1.86147  -0.9658
H 2.40937 0.90887 1.51215  0.5080
H -0.38632 1.36560 -2.76329  0.4889
H -0.62961 -0.05106 -0.37104  0.4957
H -2.62095 1.77954 -0.71616  0.4739
H 0.85302 -0.12091 -0.07305  0.4887
O -0.49498 -2.58356 2.15938  -1.0213
O -1.93333 1.35567 -1.22972  -1.0117
H -1.10930 0.46848 1.91493  0.4760
O -0.66935 1.73355 -3.60039  -0.9605
H -0.63405 2.08600 0.55260  0.4873
O 0.99151 -0.53580 -2.24498  -0.9801
H 1.25617 -1.42268 -2.00079  0.4705
O 2.44484 1.79133 1.14305  -0.9808
H -2.47476 -0.17844 2.00934  0.4787
H -3.78664 -2.28198 1.25828  0.4563
H 2.87587 2.31637 1.81741  0.4760
H -1.45514 2.23709 -3.38779  0.4672
H -0.73136 -3.50134 2.02511  0.4604

Values from the calculation:
Charge   -1
Relative energy (zero: lowest compared OMol25 entry of this formula, charge and spin)   5.5 kcal per mole
Multiplicity   2
Gap between HOMO and LUMO (alpha / beta)   2.487 / 9.879 eV
Highest occupied orbital energy (alpha / beta)   -0.20 / -7.64 eV
Total energy   -27040.6554 eV
⟨S²⟩   0.75

=====

Question: Which formula does entry 5 have?
Answer: H26O13

=====

Question: Number 6 is which compound?
Answer: H26O13

=====

Question: Among the records above, which one has the lowest total energy?
Answer: H26HeO13Xe

=====

Question: Number 2 is which compound?
Answer: H25O13